ORCA calculation (ωB97M-V/def2-TZVPD) on C42H38FN4O2S2SiSn as an isolated structure.

Geometry (Å):
Sn 0.4999 -0.0732 -0.5352
C -0.6915 4.1767 -0.8936
Si 0.3605 3.1823 -2.0717
C 1.4660 4.2350 -3.1439
C -0.6907 2.0494 -3.1010
N 1.4327 2.0877 -1.1245
C 2.3215 2.4902 -0.2693
C 2.5371 3.8476 0.1888
C 3.4000 4.1094 1.1874
C 4.1921 3.0787 1.8352
C 4.0837 1.8061 1.4493
C 3.0411 1.4158 0.5027
F 3.4419 0.3573 -0.2890
H -1.7030 4.3007 -1.2894
H -0.2835 5.1739 -0.7095
H -0.7741 3.6581 0.0657
H 1.0545 5.2427 -3.2528
H 1.5580 3.8044 -4.1436
H 2.4710 4.3270 -2.7262
H -1.3726 2.6406 -3.7200
H -1.3116 1.3952 -2.4814
H -0.0843 1.4289 -3.7667
H 1.9992 4.6505 -0.2987
H 3.5346 5.1354 1.5074
H 4.9030 3.3628 2.5987
H 4.7019 1.0159 1.8581
N -1.1120 -2.1944 -0.6235
C -1.9030 -1.9633 -1.7809
C -3.2800 -1.8135 -1.7004
C -4.0222 -1.6026 -2.8507
C -3.3840 -1.5489 -4.0822
C -2.0044 -1.6715 -4.1474
C -1.2382 -1.8682 -2.9977
C 0.2540 -1.8487 -3.1154
C 0.8447 -2.5530 -4.1669
C 2.1468 -2.3015 -4.5679
C 2.8660 -1.2827 -3.9655
C 2.3209 -0.6016 -2.8818
C 1.0566 -0.9359 -2.4016
H -1.6777 -2.3220 0.2070
H -0.5182 -3.0087 -0.7417
H -3.7675 -1.8758 -0.7331
H -5.0966 -1.4949 -2.7847
H -3.9552 -1.3986 -4.9880
H -1.5011 -1.5745 -5.1015
H 0.2472 -3.2851 -4.6975
H 2.5797 -2.8677 -5.3827
H 3.8496 -1.0149 -4.3292
H 2.8833 0.1923 -2.4259
C -9.3643 3.9069 3.8890
C -8.2483 3.2691 3.1025
O -8.3645 2.2873 2.4271
S -6.7142 4.1913 3.3265
C -5.4637 3.2550 2.4977
C -4.1940 3.3165 3.0731
C -3.1283 2.6638 2.4836
C -3.3209 1.9242 1.3159
C -4.5911 1.8645 0.7463
C -5.6583 2.5340 1.3214
C -2.2154 1.2444 0.7049
C -1.2818 0.6741 0.1906
H -10.3015 3.4114 3.6506
H -9.4315 4.9707 3.6565
H -9.1561 3.8101 4.9556
H -4.0479 3.8736 3.9903
H -2.1433 2.7101 2.9308
H -4.7415 1.2935 -0.1613
H -6.6320 2.4888 0.8632
S 2.6109 -4.5489 4.3688
C 2.1144 -3.5322 3.0303
C 2.8131 -3.3769 1.8343
C 2.2954 -2.5411 0.8639
N 1.1453 -1.8743 1.0134
C 0.4756 -2.0169 2.1673
C 0.9185 -2.8257 3.1875
C 4.1597 -5.2022 3.7944
C 4.1980 -6.3818 3.0678
C 5.4361 -6.8426 2.6399
N 6.5823 -6.2148 2.8970
C 6.5280 -5.0939 3.6137
C 5.3438 -4.5440 4.0869
H 3.7473 -3.8893 1.6541
H 2.8184 -2.3961 -0.0761
H -0.4390 -1.4399 2.2678
H 0.3470 -2.9026 4.1042
H 3.2912 -6.9271 2.8423
H 5.5091 -7.7585 2.0648
H 7.4759 -4.6110 3.8211
H 5.3444 -3.6312 4.6673
O 1.3002 1.0709 2.2691
C 1.6982 0.8205 1.1864

Force components x, y, z for each atom (eV/Å):
Sn 0.462 -0.079 0.546
C 0.024 0.072 0.111
Si 0.024 -0.054 0.028
C 0.001 0.092 -0.070
C -0.051 -0.072 -0.070
N 0.051 -0.075 0.074
C -0.026 -0.132 -0.019
C -0.030 -0.051 -0.155
C 0.102 -0.058 0.133
C -0.014 0.189 -0.016
C -0.038 -0.109 -0.095
C -0.233 0.394 0.259
F 0.054 -0.208 -0.263
H 0.047 -0.009 0.004
H -0.033 -0.046 0.002
H -0.044 0.047 -0.038
H 0.031 -0.061 -0.020
H 0.033 0.012 0.045
H -0.029 0.027 -0.030
H 0.040 -0.017 0.025
H -0.036 0.009 -0.063
H -0.035 0.024 0.035
H 0.014 -0.034 0.023
H 0.004 -0.024 0.015
H -0.013 0.033 -0.021
H -0.052 0.024 0.020
N 0.038 0.024 0.006
C -0.032 -0.147 0.107
C -0.002 -0.002 0.047
C 0.035 -0.006 -0.018
C 0.036 -0.007 0.030
C 0.020 0.033 -0.001
C 0.108 0.077 -0.043
C 0.018 0.184 -0.255
C -0.189 0.010 0.078
C 0.082 0.045 -0.016
C -0.025 0.036 0.010
C -0.103 -0.439 -0.109
C -0.150 0.068 0.146
H -0.014 0.052 -0.010
H 0.034 0.035 0.027
H 0.010 -0.014 -0.038
H 0.001 0.005 -0.008
H 0.003 0.016 0.003
H -0.006 -0.020 0.006
H 0.016 0.029 -0.018
H -0.018 0.015 0.005
H 0.000 -0.026 0.021
H 0.109 0.062 0.143
C 0.027 0.036 0.009
C 0.000 0.026 0.016
O 0.082 -0.005 0.038
S -0.093 0.005 -0.091
C 0.039 -0.059 0.045
C -0.021 -0.051 -0.019
C 0.050 0.012 0.023
C 0.086 -0.010 -0.013
C -0.092 0.000 -0.045
C 0.042 0.061 0.031
C -0.166 0.009 0.100
C -0.025 -0.016 -0.204
H 0.013 -0.015 -0.022
H 0.002 -0.025 0.013
H -0.013 0.001 -0.017
H 0.002 -0.021 -0.021
H -0.017 0.006 -0.010
H 0.013 0.019 -0.002
H -0.036 -0.006 -0.002
S -0.060 0.030 0.022
C 0.041 -0.022 -0.010
C 0.005 0.012 0.012
C -0.113 0.024 0.006
N 0.016 -0.067 -0.125
C 0.041 0.023 -0.099
C -0.052 0.008 0.044
C -0.040 0.044 -0.034
C 0.024 -0.016 -0.013
C 0.091 0.054 0.028
N -0.093 0.024 0.038
C -0.001 -0.088 -0.051
C 0.031 -0.011 -0.018
H -0.013 -0.011 -0.004
H -0.007 0.012 0.026
H 0.046 -0.021 0.005
H 0.005 0.011 -0.044
H 0.018 0.005 -0.007
H 0.002 0.005 0.006
H -0.003 0.000 -0.004
H 0.011 -0.009 -0.008
O 0.158 -0.155 0.077
C -0.220 0.255 -0.251

The value obtained for the HOMO energy is -10.45 eV. The total charge is +1. For the electronic energy, the calculation gives -3392.58281 Eh. The HOMO-LUMO gap comes out at 0.2636 Eh.

=====

ORCA calculation (ωB97M-V/def2-TZVPD) on C42H38IrN8O6SSi as an isolated structure.

Geometry (Å):
Ir -0.7980 -0.9181 0.9096
O -2.5111 3.6156 0.2114
C -2.2358 2.3475 0.4367
O -2.3388 1.4567 -0.3691
C -1.8449 2.0412 1.8366
C -2.0160 2.9939 2.8226
C -1.7594 2.6664 4.1427
C -1.3476 1.3814 4.4185
C -1.1712 0.4900 3.3754
N -1.3928 0.7921 2.0842
C -0.7401 -0.9138 3.7073
O -0.3542 -1.2109 4.8101
O -0.8584 -1.7533 2.7130
H -2.7604 3.7244 -0.7378
H -2.3726 3.9737 2.5409
H -1.9011 3.3922 4.9311
H -1.1378 1.0347 5.4192
N 0.1422 -4.8318 -0.0615
C 0.6180 -3.5942 0.0860
N -0.4129 -2.7989 0.2873
C -1.5027 -3.6192 0.2635
N -1.1986 -4.8691 0.0456
C -2.7972 -2.9696 0.4187
C -4.0318 -3.5917 0.3587
N -5.1622 -2.9037 0.4566
C -5.0562 -1.5901 0.6027
C -3.8297 -0.9421 0.6711
N -2.6951 -1.6345 0.5892
H 0.6537 -5.6823 -0.2420
H 1.6543 -3.3075 0.0266
H -4.0932 -4.6652 0.2286
H -5.9731 -1.0184 0.6719
H -3.7506 0.1285 0.7775
O 1.1124 -0.4225 1.2827
Si 2.3941 0.1588 2.0183
C 2.2177 1.5887 3.1960
C 2.1191 2.8956 2.7046
C 2.0192 3.9795 3.5643
C 2.0308 3.7758 4.9393
C 2.1291 2.4886 5.4488
C 2.2145 1.4069 4.5833
C 3.7701 0.4553 0.8036
C 4.8134 1.3500 1.0670
C 5.8338 1.5399 0.1494
C 5.8340 0.8274 -1.0445
C 4.8126 -0.0728 -1.3195
C 3.7937 -0.2603 -0.3990
C 3.1458 -1.2714 3.0781
C 4.4591 -1.1310 3.6239
C 4.8794 -1.9553 4.6333
C 4.0463 -3.0081 5.0369
C 2.7870 -3.2249 4.4328
C 2.3731 -2.4101 3.4149
H 2.1398 3.0744 1.6335
H 1.9564 4.9842 3.1660
H 1.9769 4.6226 5.6117
H 2.1432 2.3289 6.5195
H 2.2729 0.4092 5.0049
H 4.8215 1.9209 1.9900
H 6.6266 2.2460 0.3575
H 6.6319 0.9749 -1.7602
H 4.8142 -0.6255 -2.2497
H 2.9893 -0.9515 -0.6262
H 5.0931 -0.3289 3.2664
H 5.8442 -1.8186 5.1013
H 4.3838 -3.6885 5.8086
H 2.1555 -4.0247 4.7950
H 1.4001 -2.5421 2.9577
C -0.0697 -0.6095 -7.7666
C 0.2708 -0.7817 -6.2925
C -0.7900 -0.1380 -5.4094
N -0.6601 -0.5956 -4.0219
C -0.5355 0.1243 -2.9311
S 0.1058 -0.6010 -1.5133
N -0.7811 1.4745 -2.9937
C -1.9393 2.1664 -3.3701
O -1.9627 3.3639 -3.1669
C -3.0995 1.4371 -3.9384
C -3.7654 2.0052 -5.0199
C -4.8802 1.3737 -5.5481
C -5.3469 0.1974 -4.9773
C -4.7034 -0.3494 -3.8735
C -3.5748 0.2641 -3.3555
H 0.7199 -1.0110 -8.3989
H -0.1906 0.4445 -8.0225
H -0.9970 -1.1252 -8.0194
H 1.2420 -0.3341 -6.0709
H 0.3532 -1.8453 -6.0470
H -1.7951 -0.3787 -5.7635
H -0.6927 0.9456 -5.4119
H -0.5121 -1.5868 -3.8862
H -0.2663 1.9960 -2.2996
H -3.4041 2.9351 -5.4394
H -5.3921 1.8047 -6.3975
H -6.2222 -0.2890 -5.3865
H -5.0882 -1.2532 -3.4186
H -3.0821 -0.1492 -2.4834

Force components x, y, z for each atom (eV/Å):
Ir 0.027 0.193 -0.557
O -0.060 0.322 -0.678
C 0.020 -0.537 -0.064
O -0.096 0.098 -0.627
C 0.219 0.019 -0.011
C -0.068 0.019 -0.028
C -0.010 0.010 0.070
C 0.078 0.100 0.041
C 0.091 0.059 -0.048
N 0.091 0.090 0.307
C 0.062 -0.049 -0.001
O -0.001 0.013 0.023
O -0.096 -0.103 -0.054
H 0.183 -0.042 0.514
H 0.018 -0.010 0.001
H 0.025 0.010 0.008
H 0.009 -0.030 0.030
N 0.039 0.030 -0.011
C -0.008 -0.017 -0.061
N 0.255 -0.147 0.217
C 0.021 0.087 -0.061
N -0.075 -0.009 -0.018
C 0.034 0.037 -0.027
C 0.033 -0.040 -0.023
N 0.007 0.009 -0.017
C -0.013 -0.026 -0.020
C -0.025 0.019 0.049
N -0.217 0.065 0.045
H -0.001 -0.004 0.002
H 0.003 0.005 0.037
H -0.017 0.003 0.002
H -0.004 -0.013 0.004
H -0.002 -0.095 0.019
O 0.151 -0.108 0.163
Si -0.292 0.138 0.045
C -0.056 -0.030 0.019
C -0.048 0.005 -0.062
C 0.003 -0.006 0.011
C -0.006 0.001 -0.017
C -0.041 0.021 0.014
C -0.019 -0.010 -0.016
C 0.131 -0.068 -0.082
C 0.015 0.004 0.095
C 0.009 -0.008 -0.061
C -0.019 -0.009 0.013
C 0.020 0.038 0.018
C -0.029 -0.050 -0.012
C 0.141 -0.085 0.087
C 0.032 0.099 -0.086
C -0.069 -0.063 0.088
C 0.032 0.032 -0.012
C 0.042 0.024 0.061
C -0.115 0.049 -0.127
H 0.002 -0.006 0.009
H -0.004 -0.011 0.001
H -0.006 -0.013 -0.004
H 0.000 -0.005 -0.010
H -0.007 -0.035 0.005
H -0.016 0.000 -0.011
H -0.004 0.005 0.007
H 0.006 -0.002 0.003
H 0.000 -0.003 -0.006
H 0.002 0.030 0.005
H 0.026 -0.035 -0.014
H 0.004 0.015 -0.009
H 0.006 -0.006 -0.009
H -0.028 0.013 -0.009
H 0.002 -0.042 0.005
C 0.012 0.034 -0.033
C 0.014 0.000 0.029
C -0.060 0.028 0.028
N 0.127 -0.016 0.050
C -0.209 0.083 -0.076
S -0.081 0.022 0.229
N 0.084 -0.268 0.506
C -0.375 0.751 0.012
O 0.046 -0.458 0.017
C 0.018 -0.149 0.008
C 0.021 -0.001 -0.001
C -0.002 -0.001 0.008
C 0.001 -0.001 0.000
C -0.019 -0.012 -0.027
C 0.035 0.009 -0.027
H 0.001 -0.013 0.011
H 0.003 -0.001 0.007
H -0.002 0.005 0.007
H 0.003 -0.018 0.027
H -0.043 -0.017 -0.046
H -0.008 -0.028 0.035
H 0.000 0.016 -0.046
H -0.013 0.001 -0.013
H 0.054 0.086 0.088
H 0.002 0.000 0.005
H 0.002 0.001 -0.002
H -0.002 -0.001 0.003
H 0.002 0.000 0.004
H 0.001 0.005 0.030

The value obtained for the HOMO energy (alpha / beta) is -13.62 / -13.54 eV. The total charge is +2. For the electronic energy, the calculation gives -3304.44959 Eh. The calculation puts the energy above the lowest of the compared OMol25 structures with the same formula, charge and spin at 123.2 kJ/mol. The HOMO-LUMO gap (alpha / beta) comes out at 0.3010 / 0.1791 Eh. The spin multiplicity is 2.